# 1
Below is a molecular structure, C8H10ClFeNO4, with properties calculated with ωB97M-V/def2-TZVPD.

HOMO energy (alpha / beta)   -3.453 / -4.009 eV
Charge   -1
Spin multiplicity   6
Electronic energy   -65038.4229 eV
Relative energy (zero: lowest compared OMol25 entry of this formula, charge and spin)   0.0 kcal/mol
HOMO-LUMO gap (alpha / beta)   6.865 / 7.098 eV
LUMO (alpha / beta)   3.41 / 3.09 eV

Element x y z (Å)
C1 0.0975 -1.4360 -1.9472
C2 -1.2100 -1.3827 -1.3689
C3 -1.1288 -1.8553 -0.0072
C4 0.2645 -2.1600 0.2712
C5 1.0222 -1.8756 -0.9347
Fe1 0.0438 -0.1857 -0.2372
C6 -0.9043 1.5278 -0.9047
C7 0.4507 1.8141 -1.4563
C8 0.7283 2.7165 -2.4753
N1 1.3659 1.0090 -0.8520
H1 -1.9764 -2.0079 0.6573
H2 -2.1100 -1.0634 -1.8879
H3 0.6575 -2.5969 1.1855
H4 2.0775 -2.0555 -1.0966
H5 0.3320 -1.2396 -2.9875
H6 -1.7626 1.4999 -1.5718
H7 2.3530 1.0631 -1.1033
H8 -1.1043 1.9550 0.0858
H9 -0.0973 3.2307 -2.9926
H10 1.7659 2.9091 -2.7404
O1 -0.0684 -1.4161 3.7862
Cl1 -0.1612 0.0248 3.5548
O2 -1.2095 0.6232 4.3576
O3 1.1255 0.6536 3.7893
O4 -0.5510 0.2471 2.0826



# 2
Below is C5H9ClN2 in the gas phase, with properties calculated with ωB97M-V/def2-TZVPD.

HOMO energy   -8.737 eV
Charge   0
Electronic energy   -20830.2394 eV
Relative energy (zero: lowest compared OMol25 entry of this formula, charge and spin)   83.4 kcal/mol
HOMO-LUMO gap   9.605 eV
LUMO   0.87 eV

Element x y z (Å)
C1 -1.4176 1.8837 -0.8173
N1 -2.0056 0.7162 -0.5843
N2 -1.3481 -0.4132 -0.1713
C2 0.0983 -0.4003 0.1286
C3 0.3244 -0.0618 1.5802
C4 0.9390 -1.5441 -0.2937
C5 1.0588 -0.3201 -1.0302
Cl1 2.6210 0.6518 -0.7844
H1 -1.9067 2.6692 -1.4274
H2 -0.3559 1.9521 -0.6118
H3 -1.8663 -0.9726 0.4746
H4 0.1717 1.0889 1.6543
H5 -0.2912 -0.6769 2.2172
H6 1.4006 -0.1707 2.0286
H7 1.5481 -1.9518 0.5869
H8 0.3801 -2.2796 -0.8788
H9 0.6492 -0.1708 -2.0712



# 3
Below is CH6N2O in the gas phase, with properties calculated with ωB97M-V/def2-TZVPD.

HOMO energy   -9.093 eV
Charge   0
Electronic energy   -6158.8360 eV
Relative energy (zero: lowest compared OMol25 entry of this formula, charge and spin)   84.4 kcal/mol
HOMO-LUMO gap   10.030 eV
LUMO   0.94 eV

Element x y z (Å)
N1 -1.4091 0.5349 -0.1761
C1 -0.5594 -0.5895 0.0587
O1 0.6297 -0.6313 -0.6158
N2 1.5737 0.2429 0.4425
H1 -0.9896 1.3156 -0.6673
H2 -2.2644 0.3267 -0.6796
H3 -1.0612 -1.5613 -0.0546
H4 -0.1676 -0.4774 1.1412
H5 1.7855 1.0168 -0.1898
H6 2.4624 -0.1775 0.7408



# 4
Below is C5H10O2 in the gas phase, with properties calculated with ωB97M-V/def2-TZVPD.

HOMO energy   -9.910 eV
Charge   0
Electronic energy   -9440.2323 eV
Relative energy (zero: lowest compared OMol25 entry of this formula, charge and spin)   64.8 kcal/mol
HOMO-LUMO gap   10.837 eV
LUMO   0.93 eV

Element x y z (Å)
C1 -1.3877 -1.3743 0.3740
C2 -0.6278 -0.1545 -0.1729
C3 0.8099 -0.3760 -0.5886
C4 1.8566 0.3051 0.3070
O1 1.7136 1.6375 0.7791
C5 -1.2326 1.0894 -0.7254
O2 -0.9725 0.9574 0.6664
H1 -1.3923 -2.2603 -0.2695
H2 -0.9098 -1.6830 1.3241
H3 -2.4173 -1.1141 0.6376
H4 0.8937 -0.1273 -1.6540
H5 1.0572 -1.4477 -0.5435
H6 2.7851 0.1928 -0.2700
H7 1.9100 -0.3231 1.1926
H8 0.8066 1.7445 1.1163
H9 -2.2535 0.9745 -1.0881
H10 -0.6390 1.9590 -1.0852



# 5
Below is a molecular structure, C35H29CoO3S2Se3Te, with properties calculated with ωB97M-V/def2-TZVPD.

HOMO energy (alpha / beta)   -3.623 / -3.538 eV
Charge   -1
Spin multiplicity   4
Electronic energy   -305538.9113 eV
Relative energy (zero: lowest compared OMol25 entry of this formula, charge and spin)   31.3 kcal/mol
HOMO-LUMO gap (alpha / beta)   5.867 / 5.782 eV
LUMO (alpha / beta)   2.24 / 2.24 eV

Element x y z (Å)
Co1 17.0844 15.0173 13.5704
C1 13.5718 8.7950 13.2983
C2 13.2746 10.2927 13.3534
C3 12.7679 10.9808 14.4759
C4 12.5664 12.3281 14.5466
C5 12.8450 13.0451 13.3546
C6 13.3776 12.4161 12.2063
C7 13.5588 11.0395 12.2371
S1 12.8012 14.8426 13.3258
O1 13.8707 15.3016 12.4045
C8 11.1708 14.9093 12.5377
C9 10.1562 14.4366 13.4569
C10 8.8608 14.4307 13.0968
C11 8.4310 14.9814 11.8284
C12 7.0763 14.9590 11.3773
C13 6.7431 15.5163 10.1815
C14 7.7242 16.1226 9.3664
C15 9.0583 16.1070 9.7642
C16 9.4511 15.5288 10.9926
C17 10.7966 15.5437 11.3728
C18 11.8846 16.1957 10.5424
C19 12.6547 15.4276 9.5886
C20 12.2350 14.1259 9.1476
C21 13.0163 13.4382 8.2274
C22 14.2543 14.0002 7.8567
C23 14.6754 15.2125 8.3000
C24 13.8329 15.9996 9.1216
C25 14.2359 17.3424 9.4567
C26 13.3590 18.0703 10.2001
C27 12.2218 17.4901 10.8048
S2 11.2629 18.3461 12.0096
O2 9.9169 18.6974 11.4744
C28 12.2220 19.8849 12.0832
C29 11.7587 21.0321 11.4751
C30 12.5271 22.2118 11.5532
C31 13.7938 22.2063 12.1345
C32 14.6916 23.4123 12.0429
C33 14.1907 21.0524 12.8460
C34 13.4450 19.8946 12.7768
H1 13.1028 8.2560 14.1162
H2 14.6446 8.7112 13.3845
H3 13.2028 8.3350 12.3646
H4 12.5879 10.4417 15.3975
H5 12.2296 12.8381 15.4229
H6 13.5871 13.0610 11.3337
H7 13.9938 10.5175 11.4082
H8 10.4206 13.9579 14.4399
H9 8.0664 14.0776 13.6944
H10 6.3399 14.5323 11.9944
H11 5.6733 15.5842 9.8898
H12 7.5339 16.6368 8.4440
H13 9.7140 16.6382 9.1143
H14 11.2877 13.7325 9.4078
H15 12.6410 12.5049 7.8418
H16 14.9782 13.4704 7.2684
H17 15.6643 15.5729 8.1120
H18 15.2031 17.6727 9.1376
H19 13.5973 19.1012 10.3743
H20 10.8204 21.0908 10.9623
H21 12.1476 23.1118 11.1263
H22 15.4631 23.2990 12.8332
H23 14.0538 24.2815 12.2451
H24 15.0931 23.4619 11.0177
H25 15.1634 21.0986 13.3826
H26 13.8490 19.0238 13.2919
Se1 15.7783 16.5303 14.8390
Se2 16.7438 18.5253 14.4031
Te1 17.8406 18.1531 12.0038
Se3 16.9344 15.8336 11.5121
C35 19.1467 12.9403 14.3358
O3 17.9410 13.5899 14.2663
H27 19.0518 11.8188 14.2330
H28 19.7049 13.1111 15.2615
H29 19.8715 13.1261 13.4945



# 6
Below is a molecular structure, C29H32N3O5ReSTe, with properties calculated with ωB97M-V/def2-TZVPD.

HOMO energy (alpha / beta)   -15.978 / -16.127 eV
Charge   +3
Spin multiplicity   4
Electronic energy   -65529.9573 eV
Relative energy (zero: lowest compared OMol25 entry of this formula, charge and spin)   15.2 kcal/mol
HOMO-LUMO gap (alpha / beta)   7.361 / 3.980 eV
LUMO (alpha / beta)   -8.62 / -12.15 eV

Element x y z (Å)
Re1 0.6425 0.0306 0.5113
O1 2.4587 0.1005 1.5519
C1 3.5253 0.6868 1.2292
C2 3.7344 1.4457 0.0529
C3 5.0523 1.8642 -0.2320
C4 5.2898 2.5605 -1.3816
C5 4.2612 2.8991 -2.2636
C6 2.9627 2.5292 -1.9838
C7 2.6790 1.7930 -0.8310
O2 1.4079 1.4756 -0.5763
N1 6.6796 2.9682 -1.7011
O3 6.8723 3.3816 -2.8218
O4 7.5139 2.7416 -0.8532
H1 4.3591 0.5931 1.9288
H2 5.8725 1.6417 0.4389
H3 4.5051 3.4620 -3.1547
H4 2.1525 2.8123 -2.6412
C8 -3.2447 0.0891 -0.4669
Te1 -1.3131 0.5562 -1.2919
C9 -1.9101 2.5456 -0.7099
C10 -3.3923 2.5755 -0.7906
C11 -4.1107 3.7495 -0.9965
C12 -5.4833 3.6869 -1.0673
C13 -6.1649 2.4301 -0.9643
C14 -5.4654 1.2520 -0.7804
C15 -4.0864 1.3012 -0.6730
H5 -3.0884 -0.0935 0.6019
H6 -3.6834 -0.7971 -0.9216
H7 -1.4464 3.3051 -1.3364
H8 -1.5711 2.6926 0.3211
H9 -3.5959 4.6958 -1.0942
H10 -6.0690 4.5864 -1.2082
H11 -7.2451 2.4174 -1.0383
H12 -5.9915 0.3090 -0.7171
C16 -0.0381 -2.0318 -5.3709
C17 -0.0651 -2.2784 -3.8974
C18 1.0103 -1.9048 -3.0868
C19 1.0184 -2.1572 -1.7267
C20 2.3416 -2.0466 -0.9948
C21 -0.1276 -2.7649 -1.1432
C22 -0.3060 -2.8134 0.2827
O5 -0.0060 -1.8771 1.0618
C23 -1.1898 -3.2326 -1.9588
C24 -2.3616 -4.0103 -1.4215
C25 -1.1385 -2.9547 -3.3156
H13 0.7550 -1.3428 -5.6528
H14 -0.9931 -1.6409 -5.7220
H15 0.1323 -2.9745 -5.8965
H16 1.8901 -1.4712 -3.5490
H17 2.8809 -1.1313 -1.2567
H18 2.9706 -2.8719 -1.3378
H19 2.2791 -2.1466 0.0873
H20 -0.7966 -3.6689 0.7499
H21 -2.6463 -3.7497 -0.4034
H22 -2.1261 -5.0771 -1.4353
H23 -3.2333 -3.8711 -2.0583
H24 -1.9546 -3.2858 -3.9475
S1 -0.6483 0.8769 2.2689
C26 -0.2874 0.0148 3.7798
N2 0.9290 -0.3568 4.1131
C27 1.2686 -0.9241 5.4312
C28 0.2429 -0.4640 6.4512
C29 -1.1505 -0.7748 5.9383
N3 -1.3047 -0.1970 4.5925
H25 1.6701 -0.1681 3.4543
H26 2.2654 -0.5705 5.6865
H27 1.2999 -2.0124 5.3567
H28 0.3463 0.6084 6.6243
H29 0.4085 -0.9705 7.3999
H30 -1.9224 -0.3486 6.5746
H31 -1.3155 -1.8519 5.8747
H32 -2.2047 0.1545 4.3079



# 7
Below is a molecular structure, C24H33N5O5, with properties calculated with ωB97M-V/def2-TZVPD.

HOMO energy   -6.984 eV
Charge   0
Electronic energy   -43087.9715 eV
Relative energy (zero: lowest compared OMol25 entry of this formula, charge and spin)   584.4 kcal/mol
HOMO-LUMO gap   7.360 eV
LUMO   0.38 eV

Element x y z (Å)
C1 0.1046 -3.7660 1.1348
H1 -0.5224 -3.6167 0.2494
H2 0.4693 -4.7292 1.0971
H3 -0.3157 -3.4410 1.9638
O1 1.2868 -3.2614 0.6080
C2 1.1384 -1.8172 0.8216
O2 0.0712 -1.2549 1.1777
C3 2.4367 -1.0997 0.3495
C4 2.7101 0.2656 0.3087
N1 1.8439 1.1538 0.6219
C5 1.7919 2.7557 0.6478
O3 2.7192 3.3453 0.3256
C6 0.5006 2.9665 0.8545
N2 -0.5501 2.2899 0.7072
C7 -0.9531 2.1911 -0.8627
C8 -1.8569 0.9469 -0.9383
H4 -1.1397 -0.0770 -0.8741
H5 -2.1378 0.9914 -2.0250
C9 -2.9132 0.9619 -0.2124
N3 -3.8038 -0.3420 -0.2103
C10 -4.5249 -0.4934 -1.6906
H6 -5.2913 0.4453 -1.5264
C11 -5.2571 -1.7027 -1.6155
C12 -5.5273 -2.3238 -0.0950
C13 -4.1062 -2.5129 0.1211
C14 -2.9889 -1.6171 -0.1033
H7 -2.2946 -1.7002 0.6636
H8 -2.5376 -1.8249 -1.0459
H9 -3.8480 -3.7149 0.1779
H10 -4.1608 -2.7111 1.5211
H11 -5.9775 -1.5190 0.2817
H12 -6.1117 -3.2987 -0.4312
H13 -6.1772 -1.6192 -2.1498
H14 -4.7138 -2.6757 -2.2799
H15 -3.8204 -0.4934 -2.4531
C15 -2.4919 1.1817 1.3467
C16 -1.7240 2.2817 1.3330
H16 -1.4404 2.3734 2.8161
H17 -2.3973 3.1934 1.2800
H18 -3.4927 1.0619 2.0928
H19 -1.7675 0.0869 1.6936
C17 -4.1574 2.0707 -0.1564
O4 -3.9406 2.8837 -1.1219
N4 -5.1782 1.7447 0.3982
H20 -5.4228 1.0691 0.7521
H21 -5.7287 2.4706 0.2134
H22 0.0545 2.0752 -1.2910
H23 -1.3716 2.9704 -0.9566
H24 0.4018 4.2020 0.3377
H25 0.3565 3.4272 2.0907
H26 0.8877 0.8784 0.7548
C18 4.1736 0.3760 0.0288
C19 5.2341 1.4448 -0.2278
C20 6.4217 1.0187 -0.3391
C21 6.9329 -0.2904 -0.4331
C22 5.9908 -1.1888 -0.1366
C23 4.6036 -1.0637 -0.1035
N5 3.5196 -1.8470 0.2579
H27 3.6601 -2.7609 0.2170
H28 6.4577 -2.3087 -0.1415
O5 8.1626 -0.6350 -0.9405
C24 9.0906 0.4492 -0.9872
H29 8.8087 1.0919 -1.9948
H30 9.8265 -0.0836 -1.1970
H31 9.1988 0.9742 -0.1545
H32 7.0749 1.8488 -0.5610
H33 4.7139 2.3023 0.0106



Q: Which formula does entry 3 have?
A: CH6N2O